Computed, not measured: a 3-piece molecular cluster, C4H14O3 overall in a non-equilibrium geometry, with ωB97M-V with the def2-TZVPD basis set.

CARTESIAN COORDINATES (ANGSTROEM)
C: 1.073 1.950 -1.398
C: 0.389 0.709 -0.859
C: -1.192 0.996 -0.575
C: -1.861 -0.279 0.321
O: -3.259 -0.377 0.311
H: 0.934 2.928 -0.949
H: 2.191 1.763 -1.237
H: 0.503 2.282 -2.455
H: 1.000 0.483 0.186
H: 0.555 -0.234 -1.496
H: -1.824 1.102 -1.467
H: -1.347 1.861 0.019
H: -1.512 -1.290 -0.152
H: -1.575 -0.093 1.422
H: -3.522 -0.641 -0.613
O: 0.649 -1.660 1.612
H: 1.241 -1.198 1.087
H: 1.314 -1.982 2.334
O: 3.225 -0.946 0.408
H: 3.016 -0.047 0.215
H: 3.641 -1.322 -0.481

Results
LUMO	0.4	eV
E_HOMO	-9.481	eV
E_tot	-10515.0032	eV
ΔE to the lowest compared entry with this formula, charge and spin	282.3	kJ/mol
gap between HOMO and LUMO	9.9	eV
SMILES	CCCCO.O.O

Computed, not measured: C5H13OP in the gas phase in a non-equilibrium geometry, with ωB97M-V with the def2-TZVPD basis set.

CARTESIAN COORDINATES (ANGSTROEM)
C: 0.539 -2.317 -0.703
P: 0.842 -0.991 0.459
O: 0.913 -1.475 2.559
C: -0.166 0.476 0.131
C: 0.091 0.841 -1.354
C: -1.611 0.260 0.495
C: 0.383 1.631 0.932
H: 0.461 -2.019 -1.749
H: 1.186 -3.057 -0.673
H: -0.463 -2.693 -0.471
H: 2.045 -0.474 -0.075
H: -0.491 0.182 -1.957
H: -0.353 1.874 -1.563
H: 1.203 1.161 -1.565
H: -1.701 -0.362 1.437
H: -2.262 -0.124 -0.361
H: -1.995 1.215 1.057
H: -0.313 2.554 0.703
H: 0.274 1.507 1.982
H: 1.417 1.808 0.715

Results
LUMO (spin up / spin down)	0.5 / 0.5	eV
E_HOMO (spin up / spin down)	-8.758 / -8.758	eV
E_tot	-16727.5638	eV
ΔE to the lowest compared entry with this formula, charge and spin	453.9	kJ/mol
gap between HOMO and LUMO (spin up / spin down)	9.3 / 9.3	eV
SMILES	C[P@H](=O)C(C)(C)C

Computed, not measured: CH11O5 as an isolated structure in a non-equilibrium geometry, with ωB97M-V with the def2-TZVPD basis set.

CARTESIAN COORDINATES (ANGSTROEM)
C: 1.846 -0.139 -0.847
O: 0.704 0.577 -0.572
H: 2.813 0.517 -0.690
H: 1.718 -1.084 -0.180
H: 1.596 -0.560 -1.867
H: -1.059 -2.982 2.833
H: -0.870 -1.451 2.238
O: -1.464 -2.265 2.300
H: -1.265 -0.706 -1.153
H: -2.453 -1.664 -0.849
O: -1.864 -1.412 -1.559
H: 1.994 3.488 -1.420
H: 0.908 2.346 -1.073
O: 1.103 3.296 -1.145
H: 0.216 0.374 0.511
H: 0.454 -0.261 1.959
O: -0.369 0.156 1.573

Results
LUMO	3.8	eV
E_HOMO	-4.791	eV
net charge	-1
E_tot	-11453.3123	eV
ΔE to the lowest compared entry with this formula, charge and spin	129.5	kJ/mol
gap between HOMO and LUMO	8.6	eV

Computed, not measured: C44H92BBr22FNO10P2 as an isolated structure in a non-equilibrium geometry, with ωB97M-V with the def2-TZVPD basis set.

CARTESIAN COORDINATES (ANGSTROEM)
C: 4.899 -2.368 1.858
C: 4.749 -1.177 0.917
O: 4.297 -0.022 1.614
C: 4.353 1.099 0.728
C: 3.169 2.137 0.980
O: 2.460 1.800 2.158
C: 1.061 2.025 2.002
C: 0.272 0.713 1.842
B: 0.985 -0.280 2.890
C: 1.665 -1.670 2.598
O: 0.996 0.173 4.211
O: -1.019 0.876 2.454
P: -2.330 0.225 1.562
C: -2.073 -1.600 2.150
C: -3.515 0.478 3.048
C: -4.589 -0.612 3.157
C: -5.901 -0.070 3.793
P: -7.104 -1.434 3.905
O: -6.576 -2.733 3.449
O: -7.710 -1.514 5.388
C: -7.506 -2.767 6.062
C: -6.034 -2.940 6.491
O: -8.368 -1.027 2.975
C: -8.023 -1.042 1.581
C: -8.528 -2.293 0.857
C: -2.726 1.905 0.713
O: -2.817 1.697 -0.701
C: -4.142 1.758 -1.184
C: -4.366 0.539 -2.098
O: -1.224 -0.179 0.211
C: 0.017 0.260 0.372
F: 0.033 1.499 -0.452
N: 1.026 -0.561 -0.321
C: 0.561 -1.937 -0.556
C: 1.412 0.017 -1.586
C: 0.591 -0.242 -2.832
O: 2.415 0.686 -1.679
H: 3.984 -2.953 1.928
H: 5.190 -2.061 2.865
H: 5.682 -3.039 1.487
H: 5.664 -0.954 0.362
H: 3.942 -1.433 0.210
H: 4.330 0.698 -0.281
H: 5.338 1.554 0.884
H: 2.540 2.238 0.098
H: 3.632 3.109 1.160
H: 0.703 2.447 2.945
H: 0.821 2.749 1.220
H: 2.428 -1.815 3.371
H: 2.175 -1.730 1.641
H: 0.928 -2.470 2.746
H: 0.270 -0.209 4.713
H: -3.492 -0.245 0.813
H: -2.825 -2.228 1.670
H: -1.114 -1.954 1.760
H: -2.023 -1.735 3.237
H: -4.007 1.460 3.051
H: -2.901 0.445 3.957
H: -4.832 -1.081 2.201
H: -4.245 -1.402 3.829
H: -5.631 0.241 4.807
H: -6.288 0.752 3.190
H: -8.101 -2.714 6.977
H: -7.873 -3.628 5.505
H: -5.508 -3.658 5.867
H: -5.992 -3.229 7.544
H: -5.588 -1.947 6.405
H: -6.942 -0.987 1.419
H: -8.442 -0.147 1.116
H: -9.327 -2.797 1.402
H: -7.704 -2.996 0.722
H: -8.909 -2.024 -0.132
H: -1.923 2.634 0.899
H: -3.633 2.357 1.127
H: -4.907 1.696 -0.405
H: -4.286 2.642 -1.822
H: -3.901 -0.330 -1.626
H: -5.426 0.366 -2.301
H: -3.847 0.691 -3.051
H: -0.362 -2.007 -1.134
H: 1.340 -2.437 -1.146
H: 0.484 -2.507 0.366
H: -0.442 0.064 -2.631
H: 1.007 0.259 -3.703
H: 0.547 -1.309 -3.070
Br: 8.094 0.062 -1.045
C: 8.720 0.702 0.681
C: 10.210 0.539 0.838
Br: 10.724 -1.303 1.204
H: 8.150 0.169 1.436
H: 8.453 1.758 0.704
H: 10.561 1.106 1.698
H: 10.764 0.840 -0.047
Br: -2.009 3.189 -3.524
C: -0.190 3.391 -2.875
C: 0.359 4.760 -3.164
Br: 0.874 4.955 -5.039
H: 0.397 2.596 -3.325
H: -0.256 3.223 -1.801
H: 1.274 4.929 -2.600
H: -0.350 5.553 -2.952
Br: -6.274 -3.898 -3.269
C: -7.988 -3.116 -3.750
C: -7.837 -2.038 -4.789
Br: -7.146 -0.394 -4.014
H: -8.438 -2.754 -2.831
H: -8.579 -3.941 -4.144
H: -8.806 -1.776 -5.207
H: -7.159 -2.314 -5.591
Br: 5.019 3.075 -0.893
C: 4.820 3.483 -2.788
C: 5.843 2.764 -3.625
Br: 7.601 3.593 -3.493
H: 4.873 4.563 -2.890
H: 3.818 3.142 -3.049
H: 5.581 2.817 -4.679
H: 5.974 1.725 -3.337
Br: 9.334 0.431 -4.746
C: 8.718 -1.388 -4.324
C: 7.513 -1.746 -5.159
Br: 5.892 -0.886 -4.500
H: 8.503 -1.425 -3.262
H: 9.535 -2.047 -4.565
H: 7.312 -2.814 -5.093
H: 7.620 -1.459 -6.200
Br: -3.252 -0.597 7.344
C: -4.236 0.585 8.533
C: -5.225 1.430 7.774
Br: -4.351 2.886 6.825
H: -3.501 1.172 9.074
H: -4.755 -0.074 9.227
H: -5.919 1.911 8.460
H: -5.782 0.863 7.033
Br: -7.128 -2.316 11.311
C: -6.053 -3.923 11.089
C: -4.607 -3.672 11.422
Br: -3.714 -2.701 9.994
H: -6.196 -4.258 10.067
H: -6.483 -4.652 11.773
H: -4.069 -4.614 11.512
H: -4.475 -3.093 12.331
Br: -8.909 0.155 -8.686
C: -8.654 -1.771 -8.722
C: -9.968 -2.506 -8.684
Br: -10.740 -2.501 -6.896
H: -8.008 -2.018 -7.886
H: -8.133 -1.975 -9.655
H: -9.825 -3.556 -8.929
H: -10.713 -2.077 -9.346
Br: 10.618 3.301 -0.835
C: 10.445 5.077 -1.606
C: 11.739 5.546 -2.213
Br: 13.011 6.116 -0.853
H: 10.085 5.728 -0.816
H: 9.679 4.982 -2.371
H: 11.571 6.425 -2.831
H: 12.231 4.778 -2.800
Br: 13.867 -1.327 -0.528
C: 13.736 -1.989 -2.350
C: 13.036 -0.985 -3.225
Br: 11.118 -1.000 -2.886
H: 13.219 -2.942 -2.306
H: 14.761 -2.149 -2.681
H: 13.147 -1.241 -4.277
H: 13.382 0.031 -3.063
Br: -3.840 1.585 -8.136
C: -2.187 2.393 -7.497
C: -1.054 2.171 -8.459
Br: -0.360 0.355 -8.351
H: -1.994 1.981 -6.512
H: -2.407 3.455 -7.405
H: -0.212 2.812 -8.206
H: -1.338 2.336 -9.494

Results
LUMO	1.4	eV
E_HOMO	-4.577	eV
net charge	-1
E_tot	-1631994.0162	eV
gap between HOMO and LUMO	5.9	eV